(1)
Here is an isolated ion of composition C3H3NO2S2 and charge -2 from the Open Molecules 2025 dataset. Energies are from ωB97M-V with the def2-TZVPD basis set.

Cartesian coordinates (Å):
O  -2.34788  0.10177  -0.46132
C  -1.78554  -0.35078  0.57477
O  -2.40142  -0.59408  1.61908
C  -0.25914  -0.54337  0.53697
N  0.37349  0.11901  -0.64260
C  1.65409  0.61222  -0.73148
S  1.97578  1.49842  -2.06316
S  2.90808  0.23549  0.43829
H  0.17758  -0.10883  1.42764
H  -0.01035  -1.58633  0.55356
H  -0.28469  0.61648  -1.25176

Atoms 1-3, force components in eV/Å:
0.70 -0.11 -0.37
-1.01 1.01 -1.35
0.31 -0.78 1.42

* total charge: -2
* LUMO level: 0.212 Ha
* Kohn-Sham gap: 5.8 eV
* electronic energy: -30416.14144 eV
* HOMO level: -0.045 eV

(2)
Here is a 2-piece molecular cluster, C4H5NO2S overall from the Open Molecules 2025 dataset. Energies are from ωB97M-V with the def2-TZVPD basis set.

Cartesian coordinates (Å):
C  2.06200  0.78624  0.12019
C  0.86350  1.08974  0.78390
C  1.77378  -0.37472  -0.54672
C  -0.04791  0.17324  0.40388
N  -2.18919  -1.45271  0.06118
O  -1.86663  1.27836  -1.23676
O  0.48625  -0.75814  -0.43199
S  -1.79763  0.05799  0.72363
H  2.79652  1.54827  0.24844
H  0.80026  1.94812  1.42644
H  2.36876  -1.09009  -1.10469
H  -3.03360  -1.72626  0.44949
H  -2.21610  -1.48003  -0.89699

Atoms 1-3, force components in eV/Å:
-1.10 -0.90 -0.14
-0.80 0.52 0.37
1.94 -0.10 -0.95

* LUMO level (alpha / beta): -0.021 / -0.037 Ha
* relative energy (zero: lowest compared OMol25 entry of this formula, charge and spin): 695.8 kJ/mol
* Kohn-Sham gap (alpha / beta): 7.6 / 7.6 eV
* electronic energy: -20642.96808 eV
* HOMO level (alpha / beta): -8.149 / -8.621 eV

(3)
Here is an isolated ion of composition C4H8N3O2S and charge -1 from the Open Molecules 2025 dataset. Energies are from ωB97M-V with the def2-TZVPD basis set.

Cartesian coordinates (Å):
C  -1.00988  0.73862  1.26491
N  -0.63919  0.44028  -0.13282
C  -1.52636  -0.04088  -1.01368
N  -2.82895  -0.11049  -0.73635
N  -3.64887  -0.39710  -1.72386
O  -3.28245  -0.54090  -2.92381
O  -4.82963  -0.38284  -1.39723
C  0.77171  0.28443  -0.47634
C  1.10537  -1.26622  -0.62517
S  -0.27937  -2.27895  -1.04421
H  -0.13230  0.20179  1.78356
H  -0.91128  1.83878  1.40502
H  -2.11201  0.45252  1.38961
H  -1.29946  0.04429  -2.08870
H  1.52833  0.74582  0.13320
H  1.09072  0.80092  -1.44423
H  1.90642  -1.47815  -1.35270
H  1.53893  -1.56029  0.45465

Atoms 1-3, force components in eV/Å:
0.81 -0.56 -0.81
0.51 1.28 0.05
-0.21 -0.07 -1.98

* total charge: -1
* LUMO level: 0.127 Ha
* relative energy (zero: lowest compared OMol25 entry of this formula, charge and spin): 4.6 kJ/mol
* Kohn-Sham gap: 6.9 eV
* electronic energy: -23675.10227 eV
* HOMO level: -3.487 eV

(4)
Here is a 2-piece molecular cluster, C21H28N2O2 overall from the Open Molecules 2025 dataset. Energies are from ωB97M-V with the def2-TZVPD basis set.

Cartesian coordinates (Å):
C  -6.56082  0.53726  0.51923
C  -5.16341  1.11645  0.72447
C  -4.32493  1.06510  -0.55344
N  -3.81330  -0.26160  -0.88514
C  -2.54502  -0.65055  -0.42110
C  -2.08727  -1.92329  -0.79372
C  -0.85169  -2.38820  -0.38809
C  -0.01918  -1.56633  0.36442
C  -0.45437  -0.29306  0.72382
C  -1.71063  0.16089  0.36327
C  0.46108  0.59002  1.50553
O  0.03437  1.49241  2.19047
C  1.93193  0.32964  1.34189
C  2.90437  1.45272  1.58894
C  3.63163  1.43711  2.94853
C  2.69992  1.61291  4.16646
C  4.51956  0.20649  3.10798
C  2.32333  -0.89371  0.95531
C  1.35016  -1.99504  0.74693
O  1.65707  -3.16276  0.85299
H  -7.13935  1.17487  -0.15165
H  -7.10715  0.44792  1.45687
H  -6.53369  -0.45806  0.06719
H  -5.26945  2.16694  1.00339
H  -4.64541  0.58448  1.52449
H  -4.95371  1.39198  -1.38741
H  -3.49641  1.76717  -0.50582
H  -4.48483  -0.97886  -0.64390
H  -2.72047  -2.53957  -1.41974
H  -0.49168  -3.37005  -0.66775
H  -2.02266  1.13865  0.70252
H  2.39344  2.40607  1.44998
H  3.66144  1.38045  0.80273
H  4.30104  2.30147  2.92169
H  2.81747  2.60210  4.60660
H  2.92310  0.86706  4.92978
H  1.65483  1.50341  3.89178
H  3.92996  -0.70322  3.23690
H  5.13699  0.32070  3.99992
H  5.18823  0.07473  2.25455
H  3.37389  -1.11925  0.81206
C  1.63979  -0.60378  -5.40926
C  1.34220  -1.39767  -4.14338
C  1.27705  -0.51716  -2.89051
C  2.54480  0.16286  -2.62819
N  3.53935  0.68698  -2.41281
H  2.61421  -0.11713  -5.35036
H  1.64697  -1.25753  -6.28105
H  0.88591  0.16828  -5.57463
H  2.10371  -2.16631  -4.00002
H  0.38449  -1.91119  -4.24457
H  1.02644  -1.11271  -2.01244
H  0.49670  0.23990  -2.99573

Atoms 1-3, force components in eV/Å:
0.02 -0.10 -0.10
-0.07 0.09 -0.20
-0.28 -0.07 -0.10

* LUMO level: -0.033 Ha
* relative energy (zero: lowest compared OMol25 entry of this formula, charge and spin): 240.4 kJ/mol
* Kohn-Sham gap: 7.7 eV
* electronic energy: -29306.42049 eV
* HOMO level: -8.619 eV

(5)
Here is a 9-piece molecular cluster, C44H81NO10 overall from the Open Molecules 2025 dataset. Energies are from ωB97M-V with the def2-TZVPD basis set.

Cartesian coordinates (Å):
C  2.31344  0.96469  0.75088
C  2.18121  1.53667  -0.73322
C  1.27387  0.60179  -1.70520
N  0.13831  1.36653  -2.25426
C  -1.18452  0.86776  -1.93625
C  -2.23392  1.30027  -2.79857
C  -3.73335  0.85019  -2.45858
O  -4.58704  0.58012  -3.31719
C  -4.05319  0.83424  -0.88196
C  -5.47347  1.30883  -0.36302
C  -5.47252  2.92743  -0.22139
C  -4.02454  3.54359  0.05911
C  -3.00960  0.42140  -0.01436
C  -1.65129  -0.03652  -0.74036
O  -1.14408  -1.09018  -0.32421
H  2.90281  -0.00315  0.71499
H  1.31455  0.86941  1.29380
H  2.93628  1.69560  1.38348
H  3.24246  1.58916  -1.17126
H  1.81084  2.60829  -0.67862
H  1.03844  -0.39145  -1.22072
H  1.97242  0.36013  -2.58882
H  0.13946  2.36274  -1.99976
H  -2.03230  1.96817  -3.69935
H  -6.25141  1.05999  -1.15710
H  -5.79374  0.82710  0.61759
H  -5.87394  3.43831  -1.16403
H  -6.12941  3.24052  0.65987
H  -4.05150  4.65760  0.31412
H  -3.50581  3.00845  0.93201
H  -3.30858  3.45310  -0.83276
H  -3.12511  0.36878  1.10619
C  0.74390  -4.42449  -0.67632
C  0.52880  -5.64194  0.19648
C  1.76000  -5.61705  1.08094
O  2.13454  -4.24018  1.23443
C  1.39136  -3.45377  0.29122
H  -0.17299  -4.03429  -1.12051
H  1.44081  -4.66649  -1.48566
H  -0.37116  -5.50769  0.80534
H  0.42553  -6.57236  -0.36419
H  2.59900  -6.14161  0.60948
H  1.57903  -6.06079  2.06365
H  0.63786  -2.88708  0.84752
H  2.06042  -2.74806  -0.20676
C  -0.57666  8.02691  1.45209
C  -1.67164  8.63105  0.60074
C  -2.29175  7.40127  -0.03382
O  -2.13113  6.32588  0.90156
C  -1.22294  6.74138  1.93114
H  -0.25120  8.67042  2.27090
H  0.29366  7.79878  0.82962
H  -2.40559  9.13180  1.24065
H  -1.31025  9.35305  -0.13311
H  -1.77042  7.12404  -0.95657
H  -3.35221  7.53539  -0.25999
H  -1.80463  6.90585  2.84490
H  -0.49448  5.94982  2.12010
C  4.74000  -7.83417  2.33935
C  5.26378  -6.43431  2.55910
C  5.07926  -6.25904  4.05411
O  5.21499  -7.56145  4.64309
C  5.19378  -8.54397  3.59888
H  5.11294  -8.30455  1.42804
H  3.64611  -7.81753  2.29377
H  6.32830  -6.39307  2.30637
H  4.74435  -5.67369  1.97344
H  4.07625  -5.88706  4.29003
H  5.81410  -5.57935  4.49124
H  6.21016  -8.93747  3.48839
H  4.53082  -9.36578  3.87985
C  -3.51770  -1.14419  -7.05309
C  -4.51915  -1.48171  -5.96982
C  -5.66959  -2.05661  -6.77279
O  -5.09695  -2.67390  -7.93439
C  -3.72231  -2.28091  -8.03636
H  -2.48960  -1.07153  -6.69428
H  -3.78504  -0.19131  -7.52194
H  -4.10496  -2.24935  -5.30807
H  -4.81103  -0.62651  -5.35881
H  -6.35016  -1.26853  -7.11280
H  -6.24568  -2.79531  -6.21102
H  -3.10541  -3.14770  -7.77459
H  -3.49802  -1.99221  -9.06568
C  0.45592  -2.96462  3.82303
C  1.15713  -3.88482  4.79654
C  1.03545  -3.11733  6.09912
O  -0.18204  -2.36286  6.02340
C  -0.66512  -2.39992  4.67360
H  0.09665  -3.46767  2.92471
H  1.13432  -2.16113  3.51764
H  0.61345  -4.83186  4.86808
H  2.19117  -4.10499  4.52657
H  1.86198  -2.40884  6.22214
H  1.00696  -3.77364  6.97214
H  -1.54663  -3.05038  4.65072
H  -0.96480  -1.39655  4.36254
C  4.71113  9.33855  -0.17449
C  4.50062  9.69734  1.28044
C  3.04003  10.10471  1.29617
O  2.38476  9.33991  0.27504
C  3.38194  8.70577  -0.53783
H  5.55958  8.67419  -0.34509
H  4.86522  10.24879  -0.76289
H  4.64824  8.81118  1.90603
H  5.16598  10.48347  1.64045
H  2.92019  11.16513  1.04997
H  2.56211  9.91501  2.26001
H  3.37483  7.63553  -0.30339
H  3.13067  8.83267  -1.59302
C  -0.88553  5.75047  -6.61379
C  -1.58707  4.49215  -7.07495
C  -0.86871  3.42044  -6.27826
O  -0.45400  4.02712  -5.04444
C  -0.62446  5.44780  -5.15144
H  -1.47048  6.65938  -6.76240
H  0.06377  5.86300  -7.14743
H  -2.64226  4.52852  -6.78562
H  -1.53439  4.32907  -8.15239
H  0.02979  3.07269  -6.79881
H  -1.50534  2.55773  -6.06781
H  -1.48054  5.73033  -4.52889
H  0.26526  5.95382  -4.77048
C  -0.22638  -9.05748  5.95923
C  1.21061  -9.38335  5.61441
C  1.42793  -8.55966  4.36034
O  0.58842  -7.40217  4.47256
C  -0.32130  -7.59664  5.56454
H  -0.47778  -9.23264  7.00636
H  -0.90184  -9.65663  5.33995
H  1.87264  -9.03116  6.41190
H  1.39602  -10.44784  5.46257
H  1.12067  -9.11048  3.46420
H  2.46797  -8.24898  4.23883
H  -0.00522  -6.94259  6.38478
H  -1.32941  -7.30881  5.25853

Atoms 1-3, force components in eV/Å:
0.50 0.79 0.03
0.48 -0.67 0.39
2.53 0.88 -0.24

* LUMO level: -0.024 Ha
* relative energy (zero: lowest compared OMol25 entry of this formula, charge and spin): 307.3 kJ/mol
* Kohn-Sham gap: 8.0 eV
* electronic energy: -68899.44576 eV
* HOMO level: -8.652 eV

(6)
Here is a 2-piece molecular cluster, C4H9N overall from the Open Molecules 2025 dataset. Energies are from ωB97M-V with the def2-TZVPD basis set.

Cartesian coordinates (Å):
C  0.95811  -1.60179  -0.18423
C  1.46990  -0.36191  -0.38234
C  1.61302  0.68548  0.65634
H  0.88168  -2.52008  -0.83550
H  0.36463  -1.73113  0.73852
H  2.06055  -0.16664  -1.32441
H  2.69476  0.98307  0.90094
H  1.20142  1.58330  0.13876
H  1.07569  0.57292  1.60310
C  -2.89287  0.62562  -0.32539
N  -1.89918  -0.08298  0.14765
H  -2.64425  1.33340  -1.07897
H  -3.88489  0.34688  0.01969
H  -0.99856  0.33387  -0.07415

Atoms 1-3, force components in eV/Å:
-0.86 0.45 0.33
1.50 -2.79 -0.91
0.48 2.06 -0.29

* LUMO level: 0.039 Ha
* relative energy (zero: lowest compared OMol25 entry of this formula, charge and spin): 199.7 kJ/mol
* Kohn-Sham gap: 10.5 eV
* electronic energy: -5781.74274 eV
* HOMO level: -9.441 eV

(7)
Here is one molecule with the formula C4H5NO2 from the Open Molecules 2025 dataset. Energies are from ωB97M-V with the def2-TZVPD basis set.

Cartesian coordinates (Å):
C  -0.50455  -1.18099  0.14702
N  0.57990  -0.24682  0.09259
C  0.50529  1.08870  0.41795
C  1.74283  1.60460  0.26759
O  2.59629  0.69554  -0.15504
C  1.86425  -0.50836  -0.19244
O  2.41009  -1.58308  -0.55374
H  -1.08778  -1.02343  1.03096
H  -1.16743  -0.91030  -0.75483
H  -0.02926  -2.14394  0.10719
H  -0.47357  1.35220  0.84817
H  2.16026  2.56210  0.34342

Atoms 1-3, force components in eV/Å:
-0.53 1.00 -2.11
1.34 0.55 0.50
-0.91 0.81 0.83

* LUMO level: 0.028 Ha
* relative energy (zero: lowest compared OMol25 entry of this formula, charge and spin): 90.5 kJ/mol
* Kohn-Sham gap: 9.2 eV
* electronic energy: -9813.37636 eV
* HOMO level: -8.487 eV

> Which formula does entry 1 have?

C3H3NO2S2

> electronic energy of number 6 (C4H9N)?

-5781.74274 eV

Repeat the seventh record exactly.
Here is one molecule with the formula C4H5NO2 from the Open Molecules 2025 dataset. Energies are from ωB97M-V with the def2-TZVPD basis set.

Cartesian coordinates (Å):
C  -0.50455  -1.18099  0.14702
N  0.57990  -0.24682  0.09259
C  0.50529  1.08870  0.41795
C  1.74283  1.60460  0.26759
O  2.59629  0.69554  -0.15504
C  1.86425  -0.50836  -0.19244
O  2.41009  -1.58308  -0.55374
H  -1.08778  -1.02343  1.03096
H  -1.16743  -0.91030  -0.75483
H  -0.02926  -2.14394  0.10719
H  -0.47357  1.35220  0.84817
H  2.16026  2.56210  0.34342

Atoms 1-3, force components in eV/Å:
-0.53 1.00 -2.11
1.34 0.55 0.50
-0.91 0.81 0.83

* LUMO level: 0.028 Ha
* relative energy (zero: lowest compared OMol25 entry of this formula, charge and spin): 90.5 kJ/mol
* Kohn-Sham gap: 9.2 eV
* electronic energy: -9813.37636 eV
* HOMO level: -8.487 eV

> What is the formula in the second record?

C4H5NO2S